Entry 1:
The following is a quantum chemistry calculation of a cluster of 7 separate species, C27H48BrN2O6 in total in a non-equilibrium geometry, from OMol25.

Geometry as XYZ:
```
84
Properties=species:S:1:pos:R:3:forces:R:3
C 0.8715 -4.6114 4.2413 -3.541 4.147 -4.525
C 0.3440 -3.9607 3.2125 3.018 -2.581 4.470
C -0.0820 -3.0744 1.9166 1.598 -0.921 1.251
C 1.1765 -2.1331 1.4992 0.694 1.995 0.058
C 2.4418 -2.8297 0.8801 -0.098 2.484 0.599
C 2.5484 -4.4408 0.6387 2.600 1.068 -1.631
C 1.9003 -4.8492 -0.7759 -1.092 1.503 -0.357
C 1.2205 -3.8635 -1.6223 0.559 -0.993 1.306
N 3.5766 -2.0377 0.5441 -3.666 -1.848 1.297
N 3.5119 -0.7280 0.7742 -1.920 2.995 1.066
C 2.4780 0.1428 1.2864 -2.064 -2.753 0.608
C 2.7215 1.7377 1.4404 1.157 -0.843 -0.507
C 1.9241 2.6325 0.3588 0.057 0.494 -0.069
C 2.3360 2.3481 -1.1768 -0.570 -0.362 -0.020
Br 2.4315 4.1254 -2.1423 -0.037 -1.196 0.569
C 1.1096 -0.5786 1.7248 3.538 -2.261 -1.797
C -0.1147 0.2496 2.3497 0.472 -0.132 -0.603
C -1.5160 0.0763 1.5839 -3.963 -0.219 -1.401
C -2.7689 0.8407 2.2254 -0.568 -1.983 -3.112
C -4.2035 0.7656 1.5407 3.130 -1.767 -1.120
C -4.4751 -0.1006 0.2194 4.507 0.463 2.350
C -3.2296 -0.8795 -0.3894 -0.064 1.861 2.003
C -3.3936 -1.8290 -1.7111 0.165 -0.565 1.759
C -1.7794 -0.7682 0.2866 -2.686 1.767 1.593
H 1.0338 -4.9258 5.3460 -0.262 0.505 -2.720
H -1.0143 -2.4864 2.2350 1.519 -0.827 -0.798
H -0.2594 -3.7844 1.0259 0.020 1.131 1.469
H 2.1571 -5.0498 1.5367 0.121 1.081 -1.654
H 3.6934 -4.6733 0.5778 -1.822 0.521 0.476
H 1.9313 -5.9450 -1.1237 -1.331 1.349 1.721
H 0.0655 -3.8850 -1.6122 1.942 -1.011 -1.822
H 1.7870 -3.0739 -2.2390 -1.070 -0.150 2.316
H 4.3944 -0.2121 0.5344 -1.052 -0.898 0.215
H 2.5406 2.0795 2.5366 0.021 -0.795 -1.960
H 3.8620 1.9069 1.2567 -1.916 -0.290 0.317
H 0.7746 2.5244 0.4709 1.983 0.178 -0.232
H 2.2181 3.7409 0.5742 -0.644 -2.054 -0.200
H 3.3730 1.8695 -1.3156 -1.670 0.762 0.306
H 1.5162 1.7507 -1.7517 1.657 1.036 1.161
H 0.1796 1.3791 2.3220 -0.509 -2.098 0.105
H -0.2056 -0.0641 3.4590 0.021 0.458 -1.783
H -2.6072 1.4574 3.1972 -0.427 -1.190 -1.950
H -5.0349 1.3705 2.0564 1.375 -1.171 -1.071
H -5.5340 -0.1144 -0.2166 1.951 -0.115 0.595
H -3.3403 -2.9197 -1.2946 -0.100 1.836 -0.816
H -4.4324 -1.7351 -2.1980 1.835 0.175 0.696
H -2.5130 -1.7229 -2.4430 -1.550 0.134 1.078
H -0.9301 -1.3571 -0.2100 -1.371 1.056 0.792
C -1.5511 4.1802 0.7655 -0.216 -0.263 0.002
O -1.9444 3.0510 0.0023 0.246 -0.179 -0.068
H -1.4272 5.0328 0.0965 -0.006 -0.134 0.043
H -2.3219 4.4105 1.5055 0.130 0.211 0.093
H -0.6013 3.9736 1.2671 0.048 0.306 0.165
H -2.0470 2.3100 0.6196 -0.181 0.145 -0.308
C 1.6878 8.1197 -2.0972 -0.194 -0.203 -0.048
O 0.9729 7.4769 -1.0558 -0.106 -0.260 0.194
H 2.1519 9.0246 -1.7024 -0.081 -0.139 0.045
H 2.4651 7.4506 -2.4760 0.123 0.168 -0.174
H 0.9994 8.3879 -2.9025 0.168 0.087 -0.128
H 0.5735 6.6806 -1.4348 0.011 0.299 0.068
C -1.3718 7.0994 -4.8194 -0.182 0.118 0.194
O -1.3878 6.6226 -3.4830 -0.096 -0.068 0.276
H -0.4402 6.7893 -5.2946 -0.111 -0.013 0.116
H -2.2167 6.6767 -5.3698 0.079 0.051 -0.249
H -1.4324 8.1906 -4.8197 0.035 0.015 -0.252
H -2.2225 6.9113 -3.0870 0.294 -0.127 -0.007
C 2.3876 -8.5517 0.6670 -0.139 -0.033 0.150
O 1.3574 -8.0912 -0.1956 -0.330 0.148 -0.128
H 3.3528 -8.3792 0.1880 -0.152 -0.007 -0.066
H 2.3486 -8.0030 1.6108 0.179 -0.207 0.091
H 2.2611 -9.6208 0.8511 0.225 0.058 0.174
H 0.5160 -8.2561 0.2525 0.245 0.035 -0.233
C 2.7461 -7.9354 4.6969 -0.007 -0.295 0.146
O 2.3321 -9.0584 3.9357 -0.093 -0.200 0.026
H 2.8700 -7.0820 4.0282 -0.036 -0.129 -0.013
H 1.9869 -7.6997 5.4471 0.107 0.204 0.082
H 3.6990 -8.1533 5.1854 0.010 0.247 0.084
H 2.2302 -9.7980 4.5511 0.015 0.172 -0.291
C -5.2380 5.6305 -4.7667 0.205 0.121 -0.124
O -5.2325 7.0030 -4.4055 0.205 0.261 0.083
H -6.1042 5.1487 -4.3115 0.084 0.160 -0.015
H -5.3024 5.5380 -5.8538 -0.025 -0.252 0.017
H -4.3251 5.1515 -4.4030 -0.062 -0.251 -0.071
H -4.4568 7.4045 -4.8215 -0.340 -0.026 0.100
```
Positions in Å, forces in eV/Å.

The gap between HOMO and LUMO comes out at 5.96 eV. As for the charge: +1. Its maximum force is 7.09 eV Å⁻¹.

***

Entry 2:
The following is a quantum chemistry calculation of a structure of composition C27H48CeClO2P in a non-equilibrium geometry, from OMol25.

Geometry as XYZ:
```
80
Properties=species:S:1:pos:R:3:forces:R:3
Ce 4.1814 0.6605 -0.2104 -0.488 -2.183 0.323
Cl 2.6246 -0.1789 -2.1504 0.337 -0.062 0.167
P -0.4094 -0.7020 -0.1028 -0.265 0.062 0.177
C 5.8088 -0.7969 -0.1608 -0.798 1.880 -0.151
H 6.3782 -0.9271 0.7792 -0.094 -0.306 -0.431
H 6.3014 -1.1590 -1.0846 -0.067 -0.044 0.490
C -1.7075 0.1057 0.9903 0.365 -0.040 -0.143
C -0.3683 -2.5226 0.3926 0.329 0.712 -0.308
C -1.2252 0.0748 2.4610 -0.176 0.088 -0.024
H -1.6464 1.1591 0.6482 -0.044 -0.230 0.191
C -2.1211 0.9603 3.3544 0.438 -0.137 -0.307
H -1.2476 -0.9637 2.8387 -0.004 0.382 -0.122
H -0.1744 0.4138 2.5225 -0.378 -0.117 -0.050
C -3.6107 0.6410 3.1987 0.180 -0.043 0.166
H -1.8020 0.8338 4.3975 -0.169 0.125 -0.120
H -1.9331 2.0090 3.0819 -0.080 -0.115 0.056
C -4.0646 0.5597 1.7435 -0.009 0.040 -0.147
H -3.8234 -0.3069 3.7057 0.000 -0.029 -0.067
H -4.1864 1.4099 3.7188 -0.090 -0.070 0.039
C -3.1710 -0.3282 0.8786 0.017 -0.063 0.226
H -5.0887 0.1822 1.6945 -0.060 0.098 0.048
H -4.0758 1.5649 1.3092 -0.003 0.061 0.021
H -3.2746 -1.3699 1.2021 -0.068 0.295 -0.045
H -3.5039 -0.2854 -0.1642 -0.008 0.036 0.291
C -1.1795 -0.7175 -1.8238 0.475 0.079 0.627
C -1.6134 -3.1463 1.0058 -0.067 -0.337 -0.024
H -0.1559 -3.0313 -0.5650 0.064 0.007 0.240
C -1.3998 -4.6390 1.2468 0.201 -0.172 0.111
H -1.8355 -2.6606 1.9626 0.009 -0.093 -0.106
H -2.4889 -3.0153 0.3607 0.191 -0.003 0.107
C -0.1653 -4.9251 2.1109 0.142 0.121 0.104
H -2.2872 -5.0658 1.7260 0.055 -0.032 -0.084
H -1.2814 -5.1402 0.2785 -0.030 0.016 0.015
C 1.0959 -4.1967 1.6200 -0.042 0.077 -0.140
H -0.3671 -4.6133 3.1452 -0.044 -0.007 -0.100
H 0.0290 -6.0049 2.1413 -0.074 0.158 0.048
C 0.8474 -2.7089 1.3197 0.034 -0.370 0.092
H 1.8980 -4.2836 2.3648 -0.128 -0.073 -0.144
H 1.4588 -4.6826 0.7028 -0.047 0.070 0.098
H 0.6645 -2.1809 2.2707 0.031 -0.039 -0.222
H 1.7511 -2.2598 0.8792 -0.329 -0.109 0.132
C -1.7187 0.6805 -2.1760 -0.065 -0.122 -0.153
H -0.2725 -0.8923 -2.4343 -0.364 0.002 -0.045
C -2.1552 0.7399 -3.6489 0.152 -0.081 0.095
H -2.5823 0.9212 -1.5344 0.225 -0.038 -0.170
H -0.9487 1.4460 -1.9850 -0.167 -0.207 0.001
C -3.1366 -0.3862 -4.0166 0.003 0.255 0.111
H -2.6078 1.7200 -3.8514 0.069 -0.189 -0.071
H -1.2554 0.6604 -4.2778 -0.155 0.004 0.079
C -2.6638 -1.7704 -3.5603 0.050 0.038 -0.219
H -4.1140 -0.1637 -3.5656 0.108 -0.054 0.001
H -3.2852 -0.3852 -5.1035 -0.063 -0.034 0.165
C -2.2051 -1.8103 -2.1061 -0.213 0.150 -0.081
H -3.4683 -2.4956 -3.7058 0.028 -0.021 -0.083
H -1.8295 -2.0881 -4.1955 -0.001 0.009 -0.011
H -3.0737 -1.6791 -1.4487 0.117 -0.067 -0.141
H -1.7906 -2.7991 -1.8873 -0.043 0.102 -0.023
C 2.1003 4.0741 -0.2876 -1.057 0.787 1.010
C 3.2167 3.4561 -0.5427 2.454 -0.897 -0.413
H 1.7073 4.0934 0.7410 0.406 0.406 -0.429
C 3.6078 3.1030 -1.9700 -0.118 0.326 -0.335
H 3.9643 3.2317 0.2753 -1.136 0.068 -0.573
C 3.2953 4.2410 -2.9749 0.463 -0.240 0.552
H 4.6588 2.7938 -2.0315 0.218 0.265 -0.135
H 3.0309 2.2297 -2.3210 0.084 0.246 0.264
C 1.8539 4.7103 -2.7886 -0.298 -0.442 -0.123
H 3.9998 5.0658 -2.8156 -0.084 -0.108 -0.005
H 3.4406 3.8606 -3.9953 -0.029 0.218 0.231
C 1.3131 4.7694 -1.3476 -0.623 -0.429 0.048
H 1.7433 5.6981 -3.2326 -0.132 -0.084 -0.207
H 1.2058 4.0028 -3.3267 0.177 0.321 -0.076
H 1.1520 5.8069 -1.0369 0.074 -0.108 0.112
H 0.3219 4.2985 -1.3326 -0.072 0.281 -0.098
C 3.4762 0.8001 3.9030 0.211 -0.282 -0.184
C 3.2070 0.6149 2.4146 -0.582 0.528 -0.653
O 2.7531 1.6072 1.7395 1.114 -0.904 0.337
O 3.5100 -0.4708 1.8011 0.226 0.973 0.662
H 3.8127 -0.1389 4.3229 -0.004 -0.196 0.107
H 2.6178 1.1641 4.4731 -0.031 -0.012 -0.387
H 4.2882 1.5282 4.0396 -0.247 -0.093 -0.199
```
Positions in Å, forces in eV/Å.

The gap between HOMO and LUMO (spin up / spin down) comes out at 6.89 / 6.90 eV. As for the charge: 0. Its maximum force is 2.64 eV Å⁻¹. For the energy relative to the best compared isomer or geometry (same formula, charge and spin), the calculation gives 236.9 kJ/mol.

***

Entry 3:
The following is a quantum chemistry calculation of a structure of composition C27H48ClO2PPd in a non-equilibrium geometry, from OMol25.

Geometry as XYZ:
```
80
Properties=species:S:1:pos:R:3:forces:R:3
Pd 0.1727 -0.2053 2.1602 -0.204 -1.025 -0.436
Cl 0.4807 -0.3248 4.4243 0.239 0.138 1.268
P -0.4269 0.0212 -0.1408 -1.771 0.065 -1.835
C 1.8241 -1.6014 0.0345 2.605 0.729 0.945
H 2.4575 -1.4570 -0.8378 -0.034 -1.235 0.040
H 2.1875 -2.0277 0.9550 -0.156 -1.418 -0.487
C -1.8521 1.1432 0.2921 0.559 -0.339 0.090
C -1.3055 -1.5041 -0.8265 1.414 0.450 1.464
C -2.5278 1.9639 -0.7882 -0.619 0.535 -0.029
H -2.5798 0.4221 0.7060 0.147 0.153 -0.011
C -3.7317 2.7319 -0.1766 0.134 -0.366 -0.297
H -1.8247 2.6892 -1.2250 -0.156 -0.142 0.139
H -2.8852 1.3318 -1.6123 0.112 0.159 0.238
C -3.3416 3.5715 1.0372 0.204 0.071 0.072
H -4.1789 3.3721 -0.9497 0.008 -0.153 0.201
H -4.4903 1.9887 0.1201 0.139 0.193 -0.083
C -2.5402 2.7840 2.0803 0.020 -0.050 0.141
H -2.7402 4.4278 0.7075 -0.030 -0.035 -0.018
H -4.2387 3.9799 1.5097 0.050 0.034 -0.054
C -1.3677 2.0410 1.4424 -0.492 0.102 -0.056
H -2.1569 3.4539 2.8602 -0.194 -0.088 -0.096
H -3.1903 2.0447 2.5720 0.126 0.143 -0.087
H -0.6184 2.7542 1.0631 -0.037 -0.182 0.170
H -0.8738 1.4399 2.2536 -0.363 0.544 -0.103
C 0.5091 0.7231 -1.6388 -0.172 -0.209 0.860
C -0.1577 -2.3431 -1.3709 -1.625 -0.643 -1.749
H -1.6550 -1.9859 0.1058 0.095 0.154 -0.314
C -0.6645 -3.7235 -1.8321 0.600 -0.394 0.567
H 0.3253 -1.8480 -2.2362 0.156 -0.178 0.592
H 0.8575 -2.3087 -0.4024 -1.032 0.581 -0.564
C -1.9732 -3.6723 -2.6723 0.453 0.239 0.071
H 0.1249 -4.2116 -2.4336 -0.338 0.061 0.317
H -0.8353 -4.3501 -0.9350 -0.017 0.205 -0.366
C -3.0446 -2.7758 -2.0610 -0.064 0.184 0.350
H -1.7257 -3.3242 -3.6852 -0.047 0.030 0.122
H -2.3632 -4.6922 -2.7797 0.138 0.161 0.014
C -2.5240 -1.3642 -1.7238 -0.211 -0.193 -0.554
H -3.8968 -2.6995 -2.7449 0.047 -0.036 0.121
H -3.4027 -3.2241 -1.1227 0.008 0.017 -0.192
H -2.3015 -0.8243 -2.6519 -0.103 -0.144 0.168
H -3.3119 -0.7952 -1.2104 0.200 -0.192 -0.032
C 1.0375 2.1332 -1.3658 0.066 0.243 -0.100
H 1.3592 0.0302 -1.6733 0.011 0.261 -0.237
C 2.0040 2.5782 -2.4681 -0.054 0.008 -0.106
H 0.1885 2.8326 -1.3098 0.233 -0.118 -0.057
H 1.5598 2.1974 -0.4060 -0.126 0.005 -0.229
C 1.3792 2.4970 -3.8705 0.147 0.235 0.242
H 2.3311 3.6064 -2.2597 0.039 -0.241 -0.107
H 2.8950 1.9319 -2.4333 -0.118 0.133 0.019
C 0.7069 1.1587 -4.1347 -0.228 -0.432 0.286
H 0.6531 3.3110 -3.9860 -0.009 -0.085 0.043
H 2.1601 2.6661 -4.6182 -0.102 0.059 0.012
C -0.2182 0.6944 -2.9794 -0.182 0.278 -0.580
H 0.1156 1.2102 -5.0586 0.169 -0.063 0.143
H 1.4738 0.3833 -4.2828 -0.086 0.130 -0.008
H -1.0942 1.3634 -2.9351 0.275 -0.202 -0.022
H -0.6030 -0.3041 -3.2253 0.264 0.368 0.110
C 2.2975 0.6355 1.6348 2.947 0.036 -1.497
C 3.1535 -0.2689 0.7553 -1.590 2.574 1.941
H 1.6587 1.3294 1.0915 -0.077 -0.293 -0.056
C 4.2195 -1.0432 1.5538 -0.307 -0.445 -0.074
H 3.4997 0.1652 -0.2090 -0.492 -0.415 0.579
C 4.0629 -0.8929 3.0818 -0.283 -0.262 0.013
H 4.1051 -2.1066 1.2844 0.203 0.118 0.066
H 5.2600 -0.7969 1.2775 -0.507 0.258 -0.205
C 4.0741 0.5595 3.5039 -0.284 0.564 -0.145
H 3.1086 -1.3299 3.4153 0.147 0.018 -0.124
H 4.8513 -1.4304 3.6182 -0.020 -0.103 -0.293
C 2.9078 1.3296 2.8322 0.165 0.006 0.968
H 4.0194 0.6697 4.5921 -0.151 -0.183 -0.159
H 5.0172 1.0331 3.2243 0.146 -0.110 -0.157
H 2.1435 1.5614 3.6022 0.280 -0.200 -0.524
H 3.2949 2.3146 2.5069 -0.215 -0.244 -0.137
C -0.7098 -3.3391 3.7379 0.108 -0.207 0.201
C -1.6422 -2.8018 2.6857 -0.706 0.088 -0.612
O -2.6311 -3.4441 2.3326 0.707 0.440 0.221
O -1.4076 -1.6200 2.1344 -0.142 -0.457 0.316
H -0.8137 -4.4173 3.8209 -0.149 -0.064 -0.176
H -0.9600 -2.9190 4.7109 -0.029 0.196 -0.053
H 0.3300 -3.0990 3.5533 0.160 0.183 -0.089
```
Positions in Å, forces in eV/Å.

The expectation value of S² is 6.045. The spin multiplicity is 5. The gap between HOMO and LUMO (spin up / spin down) comes out at 7.09 / 6.15 eV. As for the charge: 0. Its maximum force is 3.59 eV Å⁻¹. For the energy relative to the best compared isomer or geometry (same formula, charge and spin), the calculation gives 116.3 kJ/mol.

***

| no. | electronic energy (eV) |
| --- | --- |
| 1 | -114059.31608 |
| 2 | -67612.17926 |
| 3 | -58156.62431 |